Molecular formula: C24H25N3O6
Method: DFT, the ωB97M-V functional and the def2-TZVPD basis

Each atom is followed by the atoms it is bonded to, with distances in Å.
Positions of all 58 atoms, in Å:
1 C -0.527 -0.153 2.349  O2 1.412, H34 1.093, H35 1.088, H36 1.095
2 O -0.379 1.008 1.560  C1 1.412, C3 1.362
3 C 0.865 1.314 1.099  O2 1.362, C4 1.390, C33 1.390
4 C 1.960 0.463 1.198  C3 1.390, C5 1.389, H37 1.076
5 C 3.186 0.859 0.680  C4 1.389, N6 1.404, C29 1.390
6 N 4.279 -0.020 0.738  C5 1.404, C7 1.367, H38 1.012
7 C 4.261 -1.361 0.473  N6 1.367, O8 1.211, C9 1.495
8 O 5.210 -2.070 0.725  C7 1.211
9 C 3.020 -1.833 -0.213  C7 1.495, C10 1.391, C28 1.389
10 C 2.644 -1.234 -1.411  C9 1.391, C11 1.380, H39 1.080
11 C 1.484 -1.629 -2.046  C10 1.380, C12 1.391, H40 1.082
12 C 0.671 -2.609 -1.487  C11 1.391, C13 1.508, C27 1.388
13 C -0.671 -2.901 -2.110  C12 1.508, N14 1.457, H41 1.090, H42 1.094
14 N -1.565 -1.771 -1.896  C13 1.457, C15 1.352, H43 1.012
15 C -2.218 -1.667 -0.716  N14 1.352, C16 1.401, C25 1.467
16 C -2.880 -0.652 -0.014  C15 1.401, N17 1.336, C23 1.476
17 N -3.108 0.655 -0.165  C16 1.336, C18 1.445, C22 1.450
18 C -2.548 1.466 -1.223  N17 1.445, C19 1.536, H44 1.089, H45 1.098
19 C -3.610 2.472 -1.692  C18 1.536, O20 1.404, H46 1.091, H47 1.102
20 O -4.102 3.243 -0.626  C19 1.404, C21 1.411
21 C -4.687 2.422 0.360  O20 1.411, C22 1.529, H48 1.090, H49 1.101
22 C -3.667 1.431 0.925  N17 1.450, C21 1.529, H50 1.089, H51 1.097
23 C -3.274 -1.588 1.058  C16 1.476, O24 1.211, C25 1.511
24 O -3.887 -1.474 2.096  C23 1.211
25 C -2.541 -2.673 0.303  C15 1.467, C23 1.511, O26 1.212
26 O -2.267 -3.842 0.468  C25 1.212
27 C 1.065 -3.227 -0.308  C12 1.388, C28 1.384, H52 1.080
28 C 2.245 -2.858 0.314  C9 1.389, C27 1.384, H53 1.080
29 C 3.350 2.117 0.113  C5 1.390, C30 1.391, H54 1.078
30 C 2.256 2.971 0.023  C29 1.391, O31 1.358, C33 1.392
31 O 2.290 4.215 -0.522  C30 1.358, C32 1.408
32 C 3.520 4.714 -0.992  O31 1.408, H55 1.095, H56 1.094, H57 1.089
33 C 1.015 2.559 0.501  C3 1.390, C30 1.392, H58 1.077
34 H 0.140 -0.128 3.215  C1 1.093
35 H -1.559 -0.156 2.692  C1 1.088
36 H -0.339 -1.062 1.769  C1 1.095
37 H 1.879 -0.499 1.672  C4 1.076
38 H 5.173 0.358 1.025  N6 1.012
39 H 3.260 -0.459 -1.843  C10 1.080
40 H 1.201 -1.163 -2.980  C11 1.082
41 H -1.125 -3.781 -1.654  C13 1.090
42 H -0.577 -3.056 -3.189  C13 1.094
43 H -1.258 -0.912 -2.333  N14 1.012
44 H -2.257 0.837 -2.063  C18 1.089
45 H -1.669 2.006 -0.847  C18 1.098
46 H -3.179 3.174 -2.408  C19 1.091
47 H -4.437 1.924 -2.172  C19 1.102
48 H -5.045 3.091 1.143  C21 1.090
49 H -5.539 1.872 -0.068  C21 1.101
50 H -4.140 0.760 1.641  C22 1.089
51 H -2.858 1.985 1.418  C22 1.097
52 H 0.437 -3.989 0.128  C27 1.080
53 H 2.556 -3.341 1.228  C28 1.080
54 H 4.322 2.401 -0.257  C29 1.078
55 H 3.911 4.110 -1.816  C32 1.095
56 H 4.264 4.767 -0.192  C32 1.094
57 H 3.309 5.720 -1.353  C32 1.089
58 H 0.177 3.232 0.432  C33 1.077

The LUMO energy is 0.3 eV. The value obtained for the energy above the lowest of the compared OMol25 structures with the same formula, charge and spin is 357.5 kJ/mol. As for the HOMO-LUMO gap: 8.29 eV. The structure (SMILES) is COc1cc(NC(=O)c2ccc(CNc3c(N4CCOCC4)c(=O)c3=O)cc2)cc(OC)c1. The energy comes out at -42047.790 eV. Its largest force on an atom is 0.75 eV/A.